ORCA calculation (wB97M-V/def2-TZVPD) on C20H33Cl5N6OPd as an isolated structure.

Structure (XYZ):
```
66
Properties=species:S:1:pos:R:3:forces:R:3:lowdin_charge:R:1
Pd -0.2763 0.4304 -0.2387 0.158 -0.008 0.344 0.914
Cl 1.5879 -0.6590 2.2216 -0.016 0.083 -0.037 0.715
C 2.4355 0.0006 0.8529 0.048 -0.046 0.030 -0.693
C 1.7087 0.4857 -0.2313 -0.073 -0.150 0.184 -0.368
C 2.4405 0.9625 -1.3079 -0.009 0.114 -0.127 -0.717
Cl 1.5771 1.4711 -2.7349 -0.007 -0.055 -0.028 0.707
C 3.8350 1.0026 -1.3182 -0.023 0.012 -0.008 -0.707
Cl 4.6816 1.6232 -2.6700 0.001 -0.003 -0.013 0.736
C 4.5353 0.5217 -0.2123 -0.044 -0.035 0.060 -0.706
Cl 6.2443 0.5536 -0.1962 0.003 0.004 -0.006 0.741
C 3.8305 0.0056 0.8800 0.044 0.044 -0.069 -0.708
Cl 4.6885 -0.6097 2.2292 -0.041 0.002 -0.003 0.729
C -5.4959 -0.4739 -1.8400 0.000 -0.009 0.006 -0.050
N -4.5018 -0.0918 -0.8482 -0.023 0.000 0.017 0.039
C -3.1831 -0.0407 -1.0622 0.002 0.058 -0.007 -0.579
N -2.7254 -0.3013 -2.3039 0.074 -0.089 0.085 0.207
O -2.4119 0.2972 -0.1209 -0.029 -0.096 -0.142 -0.138
H -6.4822 -0.3418 -1.4066 -0.001 -0.007 0.000 0.098
H -5.3915 -1.5204 -2.1319 0.001 0.002 -0.003 0.096
H -5.4309 0.1636 -2.7221 -0.006 0.006 -0.001 0.095
H -4.7897 0.0892 0.0983 -0.003 0.001 0.002 0.152
H -3.3258 -0.7244 -2.9913 -0.003 0.016 -0.012 0.106
H -1.7362 -0.4828 -2.3839 0.007 0.026 -0.022 0.086
C 0.3247 4.8761 0.1786 0.012 0.009 -0.005 -0.039
C 0.1821 3.4904 -0.4750 -0.029 0.012 0.038 -0.137
N -0.3464 2.5074 0.5018 -0.071 0.003 -0.227 -0.221
C -1.7548 2.8687 0.7929 -0.019 0.021 -0.001 -0.134
C -1.8669 4.3617 1.1548 0.008 -0.001 0.011 -0.043
N -0.4840 4.8659 1.4426 -0.004 -0.031 0.021 -0.079
C 0.1727 3.9657 2.4489 0.000 0.004 -0.016 -0.040
C 0.4362 2.6146 1.7579 0.003 -0.003 -0.033 -0.132
H -0.0493 5.6742 -0.4590 -0.004 0.003 0.002 0.146
H 1.3520 5.1024 0.4590 0.001 0.004 0.000 0.146
H 1.1452 3.1528 -0.8386 0.050 0.005 0.021 0.076
H -0.5006 3.5192 -1.3229 0.013 -0.012 0.000 0.135
H -2.1101 2.2284 1.5979 0.010 0.021 -0.004 0.134
H -2.3586 2.6520 -0.0832 0.002 0.006 0.033 0.119
H -2.4758 4.5259 2.0413 0.000 0.007 0.002 0.145
H -2.2663 4.9618 0.3392 0.016 0.006 -0.005 0.144
H -0.5395 5.8126 1.8163 0.007 -0.002 0.016 0.198
H -0.5042 3.8824 3.2971 -0.010 0.000 -0.004 0.144
H 1.0930 4.4427 2.7792 -0.002 0.004 0.005 0.146
H 0.1608 1.7950 2.4149 0.012 -0.031 0.025 0.104
H 1.4883 2.5002 1.5062 0.009 -0.014 -0.004 0.125
C -0.4234 -3.7016 1.9823 -0.015 -0.007 0.011 -0.069
C -0.6143 -4.1789 0.5474 0.035 0.012 0.010 -0.183
N 0.4520 -3.7865 -0.3841 -0.044 -0.015 -0.060 -0.058
C 1.3945 -4.8517 -0.7685 -0.016 0.010 0.025 -0.186
C 2.4297 -5.1246 0.3109 0.003 -0.001 0.004 -0.050
C 0.5480 -2.5396 -0.8459 -0.011 0.083 0.010 -0.377
C 1.6022 -2.2211 -1.8605 -0.047 -0.032 -0.055 0.012
N -0.2987 -1.5945 -0.4878 -0.006 0.053 -0.073 0.017
H -1.2034 -4.1328 2.6097 0.001 0.002 -0.001 0.089
H -0.4762 -2.6176 2.0761 0.001 -0.003 -0.004 0.029
H 0.5417 -4.0197 2.3736 -0.004 -0.001 -0.001 0.074
H -1.5748 -3.8424 0.1443 0.000 -0.002 0.000 0.123
H -0.6485 -5.2663 0.5294 0.002 -0.003 -0.003 0.126
H 1.8793 -4.5855 -1.7015 0.009 0.003 0.003 0.104
H 0.8045 -5.7461 -0.9701 -0.005 0.000 -0.001 0.127
H 3.0107 -4.2275 0.5324 -0.003 -0.001 0.002 0.079
H 3.1155 -5.9024 -0.0232 -0.001 0.002 -0.001 0.089
H 1.9640 -5.4685 1.2343 0.005 -0.005 -0.005 0.073
H 1.4823 -2.8692 -2.7292 0.028 0.008 0.005 0.103
H 2.6075 -2.3688 -1.4651 0.001 0.013 0.026 0.107
H 1.4884 -1.1965 -2.1885 -0.008 0.013 -0.011 0.035
H -0.9937 -1.9195 0.1729 0.008 -0.009 -0.006 0.044
```
Forces are in eV/Å.

Values from the calculation:
LUMO level: -5.14 eV
HOMO-LUMO gap: 8.4627 eV
Net charge: +2
Calculated total energy: -98344.0040 eV
Energy above the lowest of the compared OMol25 structures with the same formula, charge and spin: 0.0 kcal per mole